[1]
97
Properties=species:S:1:pos:R:3 method="wB97M-V/def2-TZVPD" e_lumo_ev="-9.34 / -9.40" total_charge=+2 molar_mass_g_mol=762.31 multiplicity=1
N -5.0094 -1.7633 2.3766
C -4.6301 -0.6311 2.9715
C -4.8763 0.6296 2.4127
C -5.5428 0.7013 1.1701
C -5.9784 -0.5041 0.5905
C -5.7056 -1.6979 1.2489
C -5.5349 1.9441 0.4228
Sr -0.4997 1.5754 -1.0281
P 3.6667 -0.3959 -2.9824
C -5.4866 1.9452 -0.9493
C -4.3098 2.4561 -1.6496
C -3.8349 1.8648 -2.8435
C -2.5114 2.1161 -3.2968
C -1.8603 2.9561 -2.4806
C -2.2375 3.7750 -1.4932
C -3.5618 3.4920 -1.0538
Br 1.2595 2.7784 -2.7215
H -5.4068 2.8615 1.0037
H -6.2687 1.4324 -1.5444
H -4.4890 1.5227 2.9194
H -6.4771 -0.5034 -0.3657
H -4.0942 -0.7201 3.9244
H -6.0348 -2.6322 0.8175
H -4.4521 1.1027 -3.3162
H -3.9528 3.9854 -0.1668
H -2.1130 1.6388 -4.1879
H -1.6139 4.5252 -1.0164
P -0.5640 -1.8316 -1.5046
C 4.4061 1.1172 -2.2127
C 5.2190 2.0810 -3.0485
H 4.9482 0.7911 -1.3195
H 3.5008 1.6412 -1.8550
H 5.3624 2.9909 -2.4481
H 6.2199 1.7123 -3.2835
H 4.6914 2.3600 -3.9661
C 3.0903 0.2308 -4.6273
C 4.0926 0.3225 -5.7641
H 2.6071 1.2062 -4.4464
H 2.2818 -0.4645 -4.9139
H 3.5728 0.5484 -6.6952
H 4.8196 1.1214 -5.6312
H 4.6373 -0.6032 -5.9324
C 5.0966 -1.5214 -3.3880
C 6.5364 -0.9945 -3.1822
H 4.9746 -1.9316 -4.4070
H 4.9499 -2.3550 -2.6703
H 7.2280 -1.8510 -3.2784
H 6.8406 -0.2675 -3.9563
H 6.6674 -0.5508 -2.1772
C 0.4171 -3.2937 -0.9177
C 1.8437 -3.4086 -1.4551
H -0.1568 -4.2031 -1.1614
H 0.4400 -3.2119 0.1800
H 2.3128 -4.3052 -1.0250
H 1.8641 -3.5048 -2.5485
H 2.4539 -2.5398 -1.1744
C -0.6101 -2.2568 -3.3167
C -1.6162 -1.4414 -4.1322
H -0.8182 -3.3396 -3.3890
H 0.4145 -2.0831 -3.6855
H -1.6393 -1.8436 -5.1549
H -2.6331 -1.5128 -3.7184
H -1.3266 -0.3797 -4.1898
C -2.2741 -2.4057 -1.0423
C -2.4110 -3.0341 0.3420
H -2.6192 -3.1034 -1.8241
H -2.9090 -1.5045 -1.1094
H -3.4459 -3.3674 0.4901
H -1.7493 -3.9009 0.4666
H -2.1926 -2.3094 1.1381
C 1.2368 3.2124 6.8417
C 0.3692 1.9654 7.0213
N 0.5172 1.0022 5.9158
C 0.2251 -0.4208 6.2452
C -1.0650 -0.9752 5.6749
C 0.1983 1.4751 4.6468
O -0.4365 2.5254 4.4732
C 0.7154 0.6960 3.4775
C 1.8326 -0.1507 3.5459
C 2.3543 -0.6608 2.3557
C 1.7836 -0.2530 1.1360
N 0.7186 0.5620 1.0933
C 0.1753 1.0227 2.2338
H 2.2793 2.9353 6.6171
H 1.2189 3.7767 7.7855
H 0.8322 3.8469 6.0391
H 0.6508 1.4284 7.9391
H -0.6881 2.2798 7.0944
H 1.0640 -1.0279 5.8802
H 0.2299 -0.4845 7.3427
H -1.0003 -1.1217 4.5943
H -1.2640 -1.9454 6.1340
H -1.9127 -0.3229 5.8986
H 2.2712 -0.3837 4.5098
H 3.1976 -1.3474 2.3543
H 2.2112 -0.5860 0.1805
H -0.6829 1.6950 2.1428

[2]
102
Properties=species:S:1:pos:R:3 method="wB97M-V/def2-TZVPD" e_lumo_ev=-3.66 total_charge=+1 molar_mass_g_mol=846.79 multiplicity=1
Mo -0.9696 -1.4551 1.1458
C -1.7876 -2.6802 3.7210
N -0.8128 -1.9682 4.4845
C -0.1938 -2.7463 5.5511
C -1.2167 -0.6509 4.9233
C -1.7581 0.2420 3.8132
N -0.9879 0.3229 2.5368
C 0.4835 0.3882 2.6847
C 1.0310 -0.0885 1.3496
C 1.7221 0.8402 0.4941
C 2.5399 0.4416 -0.4991
C 2.7256 -0.9913 -0.7382
C 2.1040 -2.0307 0.1251
C 1.1780 -1.4760 1.1624
O 0.5003 -2.2042 2.0569
C 2.8966 -3.2934 0.5179
C 4.0445 -3.5473 -0.4598
C 3.4848 -3.0618 1.9219
C 1.9906 -4.5318 0.5250
C 3.2633 1.4154 -1.4108
C 2.4300 1.5037 -2.7056
C 3.3698 2.8053 -0.7821
C 4.6819 0.9285 -1.7483
C -1.5107 1.5538 1.8594
C -1.3526 1.7934 0.3699
C -1.0962 3.0722 -0.0750
C -1.2308 3.4110 -1.4213
C -1.7089 2.4320 -2.2740
C -2.0116 1.1241 -1.8834
C -1.7607 0.8027 -0.5425
O -1.7963 -0.4479 0.0240
C -2.6557 0.2362 -2.9523
C -1.6563 0.0134 -4.0944
C -3.9043 0.9713 -3.4733
C -3.1094 -1.1224 -2.4470
C -0.9873 4.8434 -1.8880
C 0.3841 5.3478 -1.4230
C -2.0870 5.7374 -1.2907
C -1.0287 4.9663 -3.4151
H -2.8231 -2.3674 3.8818
H -1.7041 -3.7449 3.8965
H -1.6112 -2.5392 2.6063
H -0.9002 -2.9841 6.3580
H 0.6373 -2.1825 5.9746
H 0.1979 -3.6745 5.1382
H -0.3550 -0.1811 5.4026
H -2.0090 -0.7011 5.6883
H -1.8405 1.2452 4.2426
H -2.7631 -0.0832 3.5402
H 0.7911 -0.3150 3.4554
H 0.8371 1.3894 2.9434
H 1.6126 1.8901 0.7241
H 3.6645 -1.2739 -1.1887
H 4.8430 -2.8097 -0.3549
H 3.6887 -3.5541 -1.4919
H 4.4780 -4.5243 -0.2469
H 4.0127 -2.1051 1.9694
H 4.2005 -3.8514 2.1500
H 2.7097 -3.0717 2.6877
H 1.6616 -4.7646 -0.4883
H 1.1091 -4.3787 1.1413
H 2.5406 -5.3883 0.9172
H 1.4365 1.9076 -2.4932
H 2.3081 0.5187 -3.1573
H 2.9288 2.1537 -3.4270
H 2.3913 3.2154 -0.5370
H 3.8377 3.4863 -1.4935
H 3.9822 2.7810 0.1216
H 4.6730 0.0960 -2.4528
H 5.2227 0.6263 -0.8486
H 5.2373 1.7430 -2.2125
H -1.1019 2.4217 2.3845
H -2.5889 1.5447 2.0372
H -0.8252 3.8335 0.6488
H -1.8802 2.6834 -3.3099
H -1.3720 0.9536 -4.5698
H -2.0978 -0.6341 -4.8533
H -0.7520 -0.4659 -3.7146
H -3.6535 1.8780 -4.0241
H -4.5582 1.2423 -2.6423
H -4.4619 0.3162 -4.1435
H -2.2554 -1.7388 -2.1984
H -3.6548 -1.6432 -3.2336
H -3.7720 -1.0423 -1.5838
H 0.5121 5.2708 -0.3420
H 0.4962 6.3985 -1.6943
H 1.1816 4.7892 -1.9139
H -2.0134 5.7844 -0.2027
H -3.0764 5.3575 -1.5504
H -1.9926 6.7514 -1.6824
H -0.3371 4.2644 -3.8860
H -0.7266 5.9733 -3.7035
H -2.0325 4.7983 -3.8083
F -1.9166 -5.1106 2.1351
C -2.2689 -5.3186 0.8590
F -1.3396 -6.0740 0.2880
F -3.4340 -5.9408 0.8349
S -2.4080 -3.7080 -0.0590
O -3.0676 -4.0745 -1.2573
O -3.0614 -2.7668 0.8585
O -1.0019 -3.2327 -0.1712
Se 1.2579 -1.9650 -1.6912

[3]
106
Properties=species:S:1:pos:R:3 method="wB97M-V/def2-TZVPD" e_lumo_ev=-2.02 total_charge=0 molar_mass_g_mol=1086.67 multiplicity=1
W -0.6461 -0.4214 1.0111
O -4.8094 5.5345 2.4116
C -4.2600 5.0297 1.4438
O -4.2230 5.2956 0.2212
C -3.3672 3.7769 1.5360
C -1.9705 3.8974 1.5575
C -1.1797 2.8072 1.3015
N -1.6835 1.5906 1.0542
C -3.0287 1.4588 1.0482
C -3.8859 2.4975 1.2831
C -3.4713 0.0407 0.8151
O -4.5675 -0.3843 1.0587
O -2.4637 -0.6822 0.3405
H -1.5151 4.8575 1.7591
H -0.0977 2.8709 1.2909
H -4.9526 2.3190 1.2612
C 2.3384 -3.0501 7.1160
C 1.1029 -2.5608 6.4143
C 0.2540 -3.4370 5.7471
C -0.8476 -2.9670 5.0487
C -1.1052 -1.6058 5.0107
C -0.2955 -0.7181 5.7074
C 0.7943 -1.1997 6.4078
S -2.4239 -1.0412 3.9492
C -3.1362 0.2538 4.9738
O -1.7615 -0.1859 2.8613
H 2.4034 -4.1362 7.0997
H 2.3543 -2.7126 8.1529
H 3.2297 -2.6509 6.6282
H 0.4590 -4.5000 5.7629
H -1.4981 -3.6592 4.5300
H -0.5084 0.3428 5.7032
H 1.4262 -0.5071 6.9518
H -2.5255 1.1475 4.8630
H -3.1703 -0.0811 6.0078
H -4.1407 0.4482 4.6039
C 0.4457 3.1940 -5.8936
Si -0.3423 2.5163 -4.3194
C -0.7833 3.9328 -3.1687
C -1.9070 1.5784 -4.7860
Si 1.1566 1.0082 -3.3278
Te 0.1022 0.3486 -1.1697
Si 3.2809 1.9358 -2.9660
C 4.4199 0.7565 -2.0146
C 3.1745 3.5633 -2.0195
C 4.1027 2.2855 -4.6292
Si 1.3665 -1.0038 -4.5373
C 2.0193 -0.7336 -6.2819
C -0.3038 -1.8796 -4.6262
C 2.5805 -2.0910 -3.5886
H -0.3071 3.7073 -6.4949
H 0.8775 2.3953 -6.5020
H 1.2410 3.9082 -5.6700
H -1.5930 4.5340 -3.5855
H 0.0712 4.5896 -2.9916
H -1.1206 3.5585 -2.1984
H -2.7139 2.2674 -5.0411
H -2.2462 0.9584 -3.9523
H -1.7339 0.9208 -5.6410
H 3.8537 -0.0513 -1.5446
H 4.9670 1.2811 -1.2297
H 5.1479 0.2940 -2.6837
H 2.5108 3.4785 -1.1551
H 2.7849 4.3627 -2.6538
H 4.1606 3.8641 -1.6609
H 4.3723 1.3579 -5.1382
H 5.0161 2.8648 -4.4800
H 3.4479 2.8503 -5.2963
H 1.2965 -0.1972 -6.9004
H 2.2228 -1.6952 -6.7566
H 2.9448 -0.1546 -6.2814
H -0.8649 -1.5853 -5.5150
H -0.9110 -1.6098 -3.7575
H -0.1930 -2.9654 -4.6366
H 3.5941 -1.6874 -3.6456
H 2.5994 -3.1156 -3.9638
H 2.2993 -2.1236 -2.5319
O -3.6157 -4.4619 1.8277
C -3.3283 -4.4584 0.5180
C -4.1556 -5.1775 -0.3437
C -3.9059 -5.1812 -1.6994
C -2.8227 -4.4830 -2.2374
C -1.9914 -3.7842 -1.3935
C -2.2275 -3.7663 -0.0131
C -1.3902 -2.9373 0.8418
O -0.3786 -2.2813 0.3353
O -1.6144 -2.7705 2.0570
H -3.0197 -3.8137 2.2540
H -5.0020 -5.7011 0.0797
H -4.5702 -5.7283 -2.3562
H -2.6471 -4.4855 -3.3044
H -1.1447 -3.2282 -1.7743
C 2.9161 -0.8374 2.8998
C 2.0659 0.3794 2.5179
C 2.8292 1.2290 1.4937
C 1.7749 1.2344 3.7648
N 0.8450 -0.0765 1.9253
H 3.8415 -0.5139 3.3776
H 3.1586 -1.4188 2.0091
H 2.3628 -1.4786 3.5891
H 3.7423 1.6140 1.9475
H 2.2213 2.0715 1.1591
H 3.0892 0.6325 0.6201
H 2.6249 1.8788 3.9882
H 1.5830 0.5990 4.6270
H 0.8952 1.8579 3.5923

[4]
94
Properties=species:S:1:pos:R:3 method="wB97M-V/def2-TZVPD" e_lumo_ev="-11.62 / -11.62" total_charge=+3 molar_mass_g_mol=685.48 multiplicity=1
Sn -1.0912 -0.5495 -0.7370
C -3.1956 1.3757 3.5511
C -2.7991 0.0229 3.0524
C -1.5820 -0.5616 3.4092
C -1.2590 -1.8411 2.9874
C -2.1490 -2.5686 2.2046
C -3.3562 -1.9912 1.8223
C -3.6620 -0.7002 2.2233
H -4.2749 1.4561 3.6543
H -2.8730 2.1449 2.8482
H -2.7385 1.5944 4.5113
H -0.9223 -0.0440 4.0914
H -0.3416 -2.3006 3.3278
H -1.9531 -3.6081 1.9806
H -4.0928 -2.5709 1.2793
H -4.6236 -0.2756 1.9689
C 2.4409 -0.2632 -3.1050
C 2.2510 -1.7713 -3.0186
C 3.5897 -2.4644 -2.8264
P 0.9669 -2.0836 -1.6632
C 0.2850 -3.8145 -1.8573
C 1.1704 -4.9251 -2.4077
C -0.3545 -4.2142 -0.5316
C 2.0136 -1.9609 -0.1771
C 2.9196 -2.9429 0.1531
C 3.9804 -2.7193 1.0456
C 4.9282 -3.7900 1.3866
C 4.1486 -1.4069 1.5367
C 3.2020 -0.4466 1.3127
C 2.0242 -0.7260 0.5630
N 0.9467 0.0719 0.5114
C 0.7005 1.0603 1.4065
C 1.1556 1.0611 2.7468
C 0.8280 2.0826 3.6018
C 0.0169 3.1587 3.2075
C -0.2262 4.3104 4.0964
C -0.5348 3.1050 1.9181
C -0.1900 2.1124 1.0287
P -0.5896 2.2128 -0.7433
C 0.6588 3.5146 -1.3291
C 2.0401 2.8881 -1.4367
C 0.7309 4.7353 -0.4212
C -2.3088 2.9011 -1.0444
C -2.5613 4.4065 -1.0071
C -3.3550 2.1786 -0.1999
H 3.0906 -0.0091 -3.9397
H 1.4828 0.2431 -3.2489
H 2.9165 0.0952 -2.1917
H 1.7620 -2.1475 -3.9257
H 4.1014 -2.0993 -1.9383
H 3.5061 -3.5449 -2.7759
H 4.2179 -2.2293 -3.6847
H -0.5133 -3.6445 -2.5976
H 1.9608 -5.2082 -1.7180
H 0.5425 -5.8029 -2.5572
H 1.6027 -4.6685 -3.3721
H 0.3999 -4.3831 0.2344
H -1.0400 -3.4312 -0.1814
H -0.9239 -5.1326 -0.6549
H 2.8465 -3.9052 -0.3294
H 4.8027 -4.6781 0.7706
H 5.9652 -3.4509 1.3453
H 4.7539 -4.0766 2.4301
H 5.0408 -1.1688 2.0958
H 3.3718 0.5552 1.6730
H 1.6899 0.1963 3.1149
H 1.1736 2.0428 4.6235
H 0.1933 4.1541 5.0870
H 0.2305 5.2118 3.6783
H -1.2890 4.5373 4.1744
H -1.1913 3.8993 1.5958
H 0.2917 3.7964 -2.3235
H 2.3925 2.5665 -0.4572
H 2.0501 2.0436 -2.1160
H 2.7447 3.6275 -1.8110
H 1.2395 4.4929 0.5098
H 1.3145 5.5039 -0.9277
H -0.2369 5.1671 -0.1958
H -2.4383 2.5771 -2.0921
H -2.4876 4.8282 -0.0065
H -1.9059 4.9445 -1.6857
H -3.5822 4.5749 -1.3451
H -3.3746 2.5587 0.8171
H -4.3445 2.3487 -0.6241
H -3.1851 1.0928 -0.1621
C -3.9470 -1.3841 -2.8798
C -3.1150 -0.4523 -3.7317
O -1.7878 -0.3120 -3.1653
H -4.9262 -1.5089 -3.3367
H -4.0812 -0.9912 -1.8685
H -3.4751 -2.3622 -2.8230
H -3.5748 0.5389 -3.7963
H -3.0117 -0.8700 -4.7347
H -1.2168 0.0115 -3.8728